DFT (ωB97M-V/def2-TZVPD) results for a molecular structure, C43H59N10O5TeTi in a non-equilibrium geometry.

Geometry as XYZ:
```
119
Properties=species:S:1:pos:R:3
Ti -0.363 -0.265 -1.355
N 0.650 -1.683 0.355
C 0.352 -2.696 1.376
C -0.797 -3.611 0.941
C -2.016 -3.551 1.862
C -2.737 -2.202 1.758
N -3.238 -1.974 0.408
H 1.435 -2.001 -0.209
H 0.910 -0.808 0.810
H 0.065 -2.182 2.302
H 1.246 -3.294 1.597
H -0.460 -4.644 0.855
H -1.132 -3.262 -0.033
H -1.719 -3.716 2.901
H -2.708 -4.345 1.573
H -2.029 -1.401 1.995
H -3.540 -2.176 2.507
H -3.089 -1.008 0.132
H -4.221 -2.204 0.335
N 1.071 -3.579 -2.138
C 1.586 -2.499 -2.797
N 2.421 -2.780 -3.790
C 3.035 -1.714 -4.338
N 3.801 -1.942 -5.430
N 2.948 -0.476 -3.899
C 2.085 -0.268 -2.883
N 1.321 -1.275 -2.329
C 1.966 1.021 -2.323
C 2.697 2.114 -2.842
C 2.537 3.358 -2.308
C 1.617 3.512 -1.251
C 0.939 2.412 -0.794
N 1.095 1.169 -1.264
H 1.111 -4.437 -2.669
H 0.216 -3.437 -1.619
H 4.037 -2.891 -5.652
H 4.400 -1.196 -5.734
H 3.357 1.916 -3.669
H 3.084 4.211 -2.681
H 1.434 4.477 -0.811
H 0.226 2.527 0.009
C -2.337 0.466 -6.106
N -1.446 0.855 -5.022
C -0.043 0.803 -5.412
C -1.678 0.152 -3.778
C -3.180 0.176 -3.397
O -0.898 0.649 -2.805
H -1.988 0.946 -7.021
H -3.342 0.831 -5.895
H -2.367 -0.622 -6.254
H 0.074 1.322 -6.358
H 0.324 -0.226 -5.511
H 0.547 1.313 -4.653
H -3.741 -0.486 -4.053
H -3.547 1.196 -3.491
H -3.286 -0.172 -2.365
C -2.572 2.272 -0.869
C -1.855 1.607 0.312
O -2.011 2.222 1.407
N -1.137 0.545 0.187
Te -0.118 0.758 2.552
C -0.225 1.177 4.727
C -1.367 1.693 5.340
C -2.541 2.218 4.573
C -1.434 1.754 6.730
C -0.398 1.305 7.529
C -0.486 1.326 9.025
C 0.734 0.802 6.902
C 0.834 0.728 5.522
C 2.082 0.153 4.925
C 1.471 2.175 2.225
C 1.287 3.536 2.490
C 0.000 4.065 3.030
C 2.322 4.428 2.238
C 3.533 4.018 1.707
C 4.647 4.978 1.418
C 3.701 2.667 1.456
C 2.699 1.742 1.711
C 3.019 0.307 1.412
H -2.609 3.344 -0.678
H -3.595 1.898 -0.927
H -2.022 2.076 -1.789
H -2.447 2.015 3.510
H -2.616 3.297 4.713
H -3.463 1.772 4.941
H -2.327 2.160 7.186
H -1.271 1.997 9.366
H 0.463 1.642 9.455
H -0.704 0.323 9.395
H 1.557 0.445 7.508
H 2.779 -0.132 5.710
H 2.564 0.883 4.278
H 1.841 -0.733 4.335
H -0.843 3.583 2.537
H -0.068 5.141 2.879
H -0.063 3.865 4.100
H 2.170 5.477 2.455
H 4.328 6.006 1.563
H 4.990 4.860 0.391
H 5.491 4.779 2.079
H 4.641 2.316 1.052
H 2.766 0.079 0.373
H 2.485 -0.365 2.085
H 4.086 0.129 1.538
O -2.952 -4.068 -1.366
C -2.336 -4.414 -2.516
C -2.375 -5.751 -2.878
C -1.805 -6.181 -4.066
C -1.246 -5.261 -4.946
C -1.217 -3.928 -4.621
C -1.706 -3.475 -3.375
C -1.516 -2.115 -2.996
O -1.304 -1.251 -4.026
O -1.439 -1.705 -1.775
H -2.825 -3.127 -1.117
H -2.858 -6.443 -2.205
H -1.811 -7.228 -4.321
H -0.831 -5.591 -5.887
H -0.782 -3.201 -5.291
```

Its expectation value of S² is 3.789. The relative energy (zero: lowest compared OMol25 entry of this formula, charge and spin) comes out at 288.30 kJ/mol. Its spin multiplicity is 4.

---

DFT (ωB97M-V/def2-TZVPD) results for a molecular structure, C2H6FOSTl in a non-equilibrium geometry.

Geometry as XYZ:
```
12
Properties=species:S:1:pos:R:3
Tl 3.628 1.406 -1.062
F 2.377 2.689 1.242
C -0.830 0.906 0.471
S -0.256 -0.122 -0.968
O 1.275 -0.104 -1.006
C -0.802 -1.783 -0.316
H -1.876 1.163 0.307
H -0.133 1.739 0.565
H -0.648 0.423 1.431
H -1.876 -1.702 -0.147
H -0.238 -2.080 0.568
H -0.620 -2.535 -1.083
```

As for the charge: +2. The relative energy (zero: lowest compared OMol25 entry of this formula, charge and spin) comes out at 54.32 kJ/mol. Its spin multiplicity is 1.

---

DFT (ωB97M-V/def2-TZVPD) results for a molecular structure, C16H29BCl2O4V in a non-equilibrium geometry.

Geometry as XYZ:
```
53
Properties=species:S:1:pos:R:3
C -0.604 1.121 -4.118
C -1.315 0.281 -3.219
C -0.422 -0.760 -2.764
C -2.741 0.442 -2.822
C 0.846 -0.560 -3.396
C 0.783 0.668 -4.191
C 1.823 1.629 -4.149
C -1.084 2.379 -4.710
C -0.817 -1.888 -1.866
C 2.056 -1.405 -3.265
V 0.357 1.111 -2.317
Cl -1.138 1.712 0.037
Cl 2.282 0.769 -0.660
O 0.812 -1.612 0.677
H -2.918 1.454 -2.435
H -3.005 -0.284 -2.048
H -3.414 0.295 -3.676
H -1.320 -1.508 -0.965
H 0.057 -2.471 -1.548
H -1.521 -2.558 -2.386
H 2.088 -1.932 -2.307
H 2.959 -0.792 -3.366
H 2.080 -2.159 -4.067
H 2.847 1.279 -3.992
H 1.841 3.164 -2.844
H 1.740 2.461 -4.852
H -1.919 2.779 -4.132
H -1.456 2.233 -5.731
H -0.263 3.100 -4.756
H 1.384 -0.894 0.298
O 1.310 3.266 -2.006
H 1.976 3.120 -1.306
C 0.526 1.021 4.583
C 0.604 -0.383 4.009
C 1.650 -1.173 4.812
O 1.071 -0.276 2.659
B 0.443 -1.296 1.929
O -0.569 -1.936 2.645
C -0.783 -1.167 3.846
C -1.130 -2.107 4.992
C -1.960 -0.210 3.624
H 1.525 1.469 4.559
H 0.193 0.992 5.627
H -0.151 1.661 4.008
H 2.620 -0.672 4.706
H 1.396 -1.195 5.879
H 1.751 -2.203 4.441
H -1.283 -1.538 5.918
H -2.061 -2.643 4.778
H -0.340 -2.845 5.163
H -1.786 0.454 2.764
H -2.871 -0.789 3.425
H -2.145 0.396 4.520
```

Its expectation value of S² is 0.795. As for the charge: -2. The relative energy (zero: lowest compared OMol25 entry of this formula, charge and spin) comes out at 0.00 kJ/mol. Its spin multiplicity is 2.

---

DFT (ωB97M-V/def2-TZVPD) results for 2 unconnected molecules or ions with the total composition C3H12N2OS in a non-equilibrium geometry.

Geometry as XYZ:
```
19
Properties=species:S:1:pos:R:3
N -1.009 0.244 -0.153
C -0.633 -0.351 -1.402
N 0.833 -0.093 -1.745
C 1.714 -0.382 -0.588
C 2.697 0.746 -0.414
S 3.614 0.308 1.167
H -0.988 1.247 -0.097
H -1.758 -0.193 0.361
H -1.183 0.180 -2.193
H -0.930 -1.402 -1.491
H 0.908 -0.793 -2.477
H 2.192 -1.379 -0.659
H 1.165 -0.562 0.331
H 2.232 1.731 -0.424
H 3.380 0.796 -1.258
H 4.551 1.284 1.084
O -5.747 -0.275 3.021
H -5.218 -1.062 2.994
H -5.821 -0.043 3.943
```

As for the structure (SMILES): NCNCCS.O. The relative energy (zero: lowest compared OMol25 entry of this formula, charge and spin) comes out at 116.67 kJ/mol. Its spin multiplicity is 1.

---

DFT (ωB97M-V/def2-TZVPD) results for a molecular structure, C18H25N4O6SSn in a non-equilibrium geometry.

Geometry as XYZ:
```
55
Properties=species:S:1:pos:R:3
Sn 0.739 0.650 1.132
C 1.755 3.755 2.475
C 1.482 2.782 3.585
O 1.913 1.463 3.234
C 3.297 1.134 3.417
C 4.030 1.134 2.107
O 3.257 0.333 1.202
C 3.776 0.247 -0.129
C 3.405 1.468 -0.919
O 1.983 1.622 -0.794
C 1.481 2.937 -1.086
C 1.709 3.857 0.079
O 1.285 3.157 1.255
H 2.821 3.974 2.381
H 1.224 4.687 2.668
H 0.410 2.707 3.759
H 1.958 3.114 4.507
H 3.316 0.130 3.838
H 3.770 1.818 4.121
H 5.014 0.686 2.250
H 4.157 2.143 1.704
H 3.309 -0.629 -0.576
H 4.856 0.102 -0.121
H 3.667 1.314 -1.966
H 3.918 2.360 -0.557
H 0.417 2.810 -1.253
H 1.935 3.334 -1.992
H 1.129 4.770 -0.058
H 2.758 4.138 0.189
N -5.896 -2.582 -4.832
C -5.049 -2.380 -3.881
C -4.094 -1.280 -3.980
C -3.266 -1.032 -2.971
C -3.199 -1.929 -1.795
C -4.190 -3.026 -1.715
C -5.063 -3.224 -2.696
S -2.078 0.592 -0.471
O -0.735 0.850 -1.000
O -2.075 0.535 0.971
N -2.260 -1.667 -0.946
C -1.709 -2.559 0.027
N -2.152 -3.798 0.116
C -1.550 -4.604 0.992
C -0.464 -4.178 1.734
C -0.069 -2.869 1.547
N -0.690 -2.039 0.703
H -5.922 -1.988 -5.652
H -6.568 -3.342 -4.800
H -4.064 -0.686 -4.886
H -2.529 -0.245 -3.058
H -4.211 -3.638 -0.834
H -5.821 -3.995 -2.613
H -1.939 -5.611 1.080
H 0.055 -4.839 2.415
H 0.767 -2.463 2.098
```

As for the charge: +3. Its total energy is -1982.868362 Eh. Its spin multiplicity is 1.

---

DFT (ωB97M-V/def2-TZVPD) results for 10 unconnected molecules or ions with the total composition C4H18BO17 in a non-equilibrium geometry.

Geometry as XYZ:
```
40
Properties=species:S:1:pos:R:3
O 0.667 1.763 2.907
C 0.602 1.425 1.715
O -0.158 0.473 1.130
B -0.128 0.524 -0.354
O 0.595 1.782 -0.595
C 0.982 2.333 0.539
O 1.541 3.405 0.649
O -1.436 0.482 -1.008
C -1.401 -0.515 -1.960
O -2.314 -0.828 -2.765
C -0.083 -1.291 -1.671
O 0.617 -0.630 -0.819
O 0.333 -2.352 -2.252
O 2.266 -3.687 0.294
H 1.566 -3.571 0.936
H 1.817 -3.975 -0.501
O -1.907 3.618 1.222
H -1.614 3.285 0.373
H -2.824 3.855 1.083
O -0.706 -2.185 -5.030
H -0.220 -1.436 -5.375
H -0.230 -2.436 -4.238
O -1.359 -0.367 4.348
H -1.307 0.261 3.628
H -2.171 -0.848 4.189
O 1.660 2.665 6.012
H 2.410 2.098 5.834
H 1.365 2.952 5.148
O -3.221 -0.769 -5.313
H -2.856 -0.676 -4.433
H -2.956 -1.646 -5.592
O 3.975 2.862 2.418
H 3.197 3.194 1.969
H 4.311 2.176 1.842
O -3.396 -1.413 1.907
H -2.721 -0.753 1.746
H -2.937 -2.249 1.825
O 2.724 -2.839 -3.474
H 3.297 -2.072 -3.473
H 2.023 -2.616 -2.861
```

Its expectation value of S² is 0.759. The relative energy (zero: lowest compared OMol25 entry of this formula, charge and spin) comes out at 67.16 kJ/mol. Its spin multiplicity is 2.

---

DFT (ωB97M-V/def2-TZVPD) results for a single C3H9NO2 molecule in a non-equilibrium geometry.

Geometry as XYZ:
```
15
Properties=species:S:1:pos:R:3
N 1.429 0.948 -0.604
C 0.240 0.049 -0.387
C 0.375 -0.847 0.840
O 0.770 -2.180 0.511
C -0.928 1.005 -0.310
O -2.155 0.321 -0.692
H 1.461 1.609 0.162
H 2.286 0.415 -0.673
H 0.261 -0.468 -1.335
H -0.496 -0.915 1.477
H 1.209 -0.447 1.400
H 0.036 -2.635 0.102
H -0.867 1.757 -1.083
H -1.172 1.618 0.552
H -2.450 -0.229 0.039
```

As for the structure (SMILES): NC(CO)CO. The relative energy (zero: lowest compared OMol25 entry of this formula, charge and spin) comes out at 194.84 kJ/mol. Its spin multiplicity is 1.

---

DFT (ωB97M-V/def2-TZVPD) results for a molecular structure, C3H8N2O2 in a non-equilibrium geometry.

Geometry as XYZ:
```
15
Properties=species:S:1:pos:R:3
C 0.237 -1.485 -0.148
C -1.307 0.637 -0.457
C -0.046 0.033 0.251
N 1.057 0.834 -0.119
N -2.637 0.221 0.080
O -2.638 -0.048 1.292
O -3.517 0.178 -0.721
H -0.637 -2.004 -0.350
H 0.866 -1.434 -1.092
H 0.796 -2.002 0.628
H -1.232 0.521 -1.577
H -1.331 1.898 0.110
H -0.198 0.327 1.313
H 1.611 1.126 0.640
H 1.659 0.232 -0.768
```

The relative energy (zero: lowest compared OMol25 entry of this formula, charge and spin) comes out at 524.96 kJ/mol. Its spin multiplicity is 1.

---

DFT (ωB97M-V/def2-TZVPD) results for a molecular structure, C27H32CeClN3O5S in a non-equilibrium geometry.

Geometry as XYZ:
```
70
Properties=species:S:1:pos:R:3
Ce -0.221 0.485 -0.271
Cl 0.266 -1.956 0.025
N 2.267 0.075 0.987
N -2.082 -0.613 -1.581
C 3.245 0.741 0.436
C -1.974 -0.684 -2.884
C 2.835 -0.603 2.180
C 4.041 0.286 2.486
C 3.344 -1.998 1.841
C 1.840 -0.698 3.324
H 4.194 -1.944 1.144
H 2.539 -2.595 1.403
H 3.682 -2.472 2.770
H 1.454 0.286 3.611
H 2.355 -1.139 4.192
H 0.994 -1.350 3.069
C -3.183 -1.524 -1.148
C -3.824 -1.920 -2.478
C -4.130 -0.771 -0.231
C -2.697 -2.758 -0.414
H -1.984 -3.320 -1.025
H -3.549 -3.415 -0.199
H -2.228 -2.484 0.536
H -4.417 0.178 -0.694
H -3.646 -0.554 0.726
H -5.026 -1.369 -0.018
O -2.851 -1.436 -3.529
H -4.781 -1.407 -2.676
H -3.941 -2.999 -2.660
O 4.354 0.895 1.150
H 4.962 -0.225 2.796
H 3.790 1.118 3.165
C 3.206 1.334 -0.946
C -0.892 0.049 -3.637
C 0.515 -0.261 -3.168
H -1.083 1.126 -3.428
H -0.995 -0.164 -4.704
C 1.172 0.412 -2.134
C 2.535 0.375 -1.887
H -1.751 0.589 0.778
C 3.256 -0.682 -2.485
C 2.576 -1.512 -3.376
C 4.688 -1.024 -2.101
C 1.247 -1.302 -3.769
H 3.108 -2.359 -3.826
C 0.583 -2.228 -4.753
H 1.333 -2.938 -5.129
H 0.171 -1.653 -5.589
H -0.226 -2.786 -4.259
H 5.294 -0.118 -2.047
H 5.098 -1.711 -2.854
H 4.707 -1.549 -1.132
H 4.256 1.538 -1.196
H 2.626 2.276 -0.895
O -1.282 0.432 4.631
S -1.958 0.791 3.402
O -2.970 -0.057 2.847
N -0.845 1.068 2.028
C -0.682 2.408 1.689
O -0.082 2.713 0.610
C -1.530 3.271 2.488
C -1.902 4.576 2.161
C -2.993 5.123 2.810
C -3.733 4.384 3.725
C -3.411 3.050 3.998
C -2.276 2.521 3.404
H -1.408 5.106 1.351
H -3.339 6.126 2.535
H -4.600 4.835 4.210
H -4.043 2.412 4.612
```

Its expectation value of S² is 1.047. As for the charge: -1. Its total energy is -2922.032321 Eh. Its spin multiplicity is 2.

---

DFT (ωB97M-V/def2-TZVPD) results for a molecular structure, C7H15F8HfN6O20S4 in a non-equilibrium geometry.

Geometry as XYZ:
```
61
Properties=species:S:1:pos:R:3
Hf -0.273 0.356 -0.215
C -4.864 0.763 -0.059
F -5.559 1.720 -0.754
F -4.658 1.080 1.203
F -5.650 -0.300 -0.182
S -3.218 0.455 -1.016
O -2.250 1.465 -0.558
O -2.390 -0.668 -0.533
O -3.369 0.558 -2.460
C -1.285 -1.651 -4.201
F -2.345 -1.987 -3.495
F -0.680 -2.742 -4.722
F -1.698 -0.870 -5.145
S 0.030 -0.741 -3.076
O 1.276 -0.586 -3.806
O -0.528 0.566 -2.577
O 0.183 -1.342 -1.764
N 1.126 0.907 1.432
S 2.203 2.021 1.939
O 3.651 1.661 1.840
O 1.846 3.046 2.939
F 2.055 2.869 0.596
S 1.421 0.228 3.033
O 0.606 0.839 4.078
O 2.631 -0.450 3.310
F 0.515 -1.094 2.767
C 3.371 1.448 -2.924
N 3.029 0.950 -1.601
O 3.980 0.815 -0.845
O 1.881 0.653 -1.368
H 3.609 0.575 -3.532
H 4.205 2.147 -2.859
H 2.499 1.924 -3.373
C 3.912 -2.597 0.634
N 2.469 -2.594 0.334
O 1.952 -3.673 0.162
O 1.930 -1.488 0.363
H 4.341 -3.531 0.270
H 4.058 -2.540 1.713
H 4.341 -1.707 0.175
C 0.356 5.014 -0.925
N 0.408 3.705 -1.650
O 0.131 2.628 -1.012
O 0.854 3.677 -2.802
H 0.179 4.898 0.145
H -0.403 5.634 -1.402
H 1.314 5.483 -1.147
C -1.032 -4.179 1.938
N -1.141 -3.379 0.680
O -0.775 -2.226 0.720
O -1.447 -3.932 -0.405
H -0.005 -4.214 2.303
H -1.465 -5.153 1.711
H -1.700 -3.676 2.638
C -3.042 0.131 3.933
N -2.609 -0.333 2.598
O -3.070 -1.407 2.198
O -1.692 0.220 1.918
H -3.494 -0.689 4.490
H -3.657 1.031 3.958
H -2.065 0.282 4.393
```

As for the charge: +1. The relative energy (zero: lowest compared OMol25 entry of this formula, charge and spin) comes out at 333.01 kJ/mol. Its spin multiplicity is 1.

---

DFT (ωB97M-V/def2-TZVPD) results for 2 unconnected molecules or ions with the total composition CH9N5 in a non-equilibrium geometry.

Geometry as XYZ:
```
15
Properties=species:S:1:pos:R:3
N 1.435 1.570 0.446
N 0.708 0.430 0.347
N 1.216 -0.655 0.055
N 2.579 -0.816 -0.005
H 2.391 1.509 0.782
H 0.876 2.332 0.796
H 2.819 -1.754 -0.287
H 3.116 -0.097 -0.482
C -2.486 0.113 -0.286
N -1.824 -1.168 -0.449
H -3.568 -0.031 -0.285
H -2.205 0.653 0.630
H -2.221 0.753 -1.129
H -0.768 -1.064 -0.459
H -2.067 -1.777 0.327
```

As for the structure (SMILES): N/N=N\N.CN. The relative energy (zero: lowest compared OMol25 entry of this formula, charge and spin) comes out at 99.98 kJ/mol. Its spin multiplicity is 1.